1.
C7H12F2N2S2 | ωB97M-V/def2-TZVPD

The LUMO energy is 0.50 eV. The calculation puts the total energy at -37536.54613 eV. As for the structure (SMILES): C/C(F)=C(\C)CF.C=NS/C=N\S. For the orbital gap, the calculation gives 9.2 eV.

The geometry in ORCA input format:
```
! RIJCOSX wB97M-V def2-TZVPD def2/J DEFGRID3
* xyz 0 1
C 0.745 -2.764 -2.874
C 0.396 -2.791 -1.424
F 1.407 -3.351 -0.705
C -0.689 -2.363 -0.782
C -1.877 -1.726 -1.444
C -0.785 -2.491 0.711
F -2.002 -3.079 1.052
H -0.048 -2.324 -3.479
H 1.664 -2.189 -3.026
H 0.933 -3.784 -3.227
H -2.024 -0.708 -1.067
H -2.782 -2.290 -1.198
H -1.789 -1.674 -2.530
H 0.023 -3.102 1.120
H -0.765 -1.504 1.185
C 2.872 3.559 2.549
N 1.643 3.481 2.236
S 1.237 2.450 0.933
C -0.505 2.762 0.996
N -1.414 2.283 0.262
S -1.152 1.191 -0.998
H 3.683 3.022 2.050
H 3.131 4.214 3.378
H -0.765 3.464 1.789
H 0.188 1.021 -0.964
*
```

2.
C44H49F12NO8 | ωB97M-V/def2-TZVPD

The energy above the lowest of the compared OMol25 structures with the same formula, charge and spin is 66.6 kJ/mol. The LUMO energy is 0.14 eV. The calculation puts the total energy at -96898.93334 eV. As for the structure (SMILES): CCOC(=O)C(F)(F)F.CCOC(=O)C(F)(F)F.CCOC(=O)C(F)(F)F.CCOC(=O)C(F)(F)F.c1cc[nH]c1.c1ccccc1.c1ccccc1.c1ccccc1.c1ccccc1. For the orbital gap, the calculation gives 8.5 eV.

The geometry in ORCA input format:
```
! RIJCOSX wB97M-V def2-TZVPD def2/J DEFGRID3
* xyz 0 1
C -7.630 -4.520 2.750
C -6.159 -4.779 3.119
O -6.036 -6.170 3.229
C -5.142 -6.659 4.070
O -4.509 -6.038 4.951
C -5.031 -8.247 4.049
F -5.455 -8.638 5.251
F -5.790 -8.769 3.026
F -3.733 -8.641 4.012
H -7.647 -3.479 2.429
H -8.150 -4.744 3.681
H -8.039 -5.121 1.938
H -5.994 -4.146 3.991
H -5.600 -4.477 2.233
C 5.018 0.273 5.410
C 5.218 -0.116 3.895
O 6.533 -0.542 3.636
C 6.943 -0.752 2.334
O 6.191 -0.558 1.358
C 8.401 -1.313 2.137
F 9.242 -0.429 1.538
F 8.952 -1.641 3.307
F 8.333 -2.414 1.348
H 4.041 0.744 5.519
H 5.838 0.878 5.797
H 4.908 -0.580 6.078
H 4.947 0.663 3.183
H 4.553 -0.944 3.646
C 5.066 0.609 -6.616
C 6.587 0.395 -6.286
O 7.144 -0.577 -7.234
C 7.764 -1.731 -6.686
O 8.103 -1.844 -5.478
C 8.156 -2.755 -7.759
F 8.368 -2.209 -8.910
F 9.319 -3.391 -7.362
F 7.217 -3.642 -7.870
H 4.579 1.316 -5.943
H 4.467 -0.301 -6.618
H 5.053 0.996 -7.635
H 6.535 0.040 -5.257
H 7.170 1.315 -6.262
C -2.854 2.386 -6.068
C -2.650 3.346 -7.195
O -2.380 4.611 -6.698
C -3.459 5.473 -6.391
O -4.546 5.316 -6.882
C -3.147 6.686 -5.464
F -3.420 7.855 -6.101
F -3.957 6.499 -4.314
F -1.841 6.663 -5.183
H -3.234 1.411 -6.374
H -3.340 2.827 -5.198
H -1.871 2.084 -5.705
H -3.394 3.249 -7.987
H -1.752 3.073 -7.750
C -1.916 1.933 -0.071
C -1.682 0.718 0.602
C -0.519 0.244 0.158
N 0.106 1.135 -0.715
C -0.755 2.168 -0.844
H -2.738 2.614 0.094
H -2.380 0.405 1.364
H -0.011 -0.671 0.425
H 1.061 1.030 -1.025
H -0.516 3.002 -1.487
C 7.596 7.774 -3.599
C 8.982 7.531 -3.447
C 9.470 6.345 -2.819
C 8.529 5.501 -2.234
C 7.188 5.776 -2.362
C 6.707 6.810 -3.118
H 7.270 8.713 -4.022
H 9.778 8.217 -3.695
H 10.533 6.156 -2.807
H 8.852 4.695 -1.591
H 6.501 5.111 -1.861
H 5.672 6.880 -3.419
C -9.297 3.566 1.855
C -9.210 4.750 1.019
C -8.235 5.677 1.299
C -7.411 5.508 2.475
C -7.498 4.375 3.265
C -8.450 3.391 2.959
H -10.022 2.831 1.539
H -9.851 4.834 0.155
H -8.161 6.620 0.778
H -6.772 6.364 2.636
H -6.858 4.206 4.118
H -8.508 2.482 3.539
C -1.412 1.249 9.577
C -1.346 0.711 10.867
C -1.230 -0.635 11.059
C -1.016 -1.514 9.958
C -1.222 -1.020 8.648
C -1.504 0.362 8.477
H -1.520 2.320 9.485
H -1.358 1.406 11.694
H -1.168 -0.970 12.084
H -0.906 -2.582 10.081
H -1.040 -1.615 7.765
H -1.665 0.702 7.465
C -3.711 -8.610 -2.408
C -3.053 -9.780 -2.121
C -1.905 -9.831 -1.415
C -1.342 -8.668 -0.954
C -1.953 -7.440 -1.324
C -3.122 -7.425 -2.045
H -4.528 -8.667 -3.112
H -3.382 -10.684 -2.612
H -1.372 -10.748 -1.211
H -0.421 -8.752 -0.397
H -1.494 -6.495 -1.072
H -3.668 -6.543 -2.346
*
```

3.
C15H24AgGeN | ωB97M-V/def2-TZVPD

The energy above the lowest of the compared OMol25 structures with the same formula, charge and spin is 0.0 kJ/mol. The LUMO energy is -7.82 eV. The calculation puts the total energy at -77932.19188 eV. For the orbital gap, the calculation gives 7.0 eV.

The geometry in ORCA input format:
```
! RIJCOSX wB97M-V def2-TZVPD def2/J DEFGRID3
* xyz 2 1
Ag -0.381 -0.327 0.016
N -0.018 0.149 2.103
C -0.048 0.089 3.251
C -0.079 0.005 4.681
C 1.119 -0.155 5.379
C 1.078 -0.248 6.757
C -0.143 -0.186 7.419
C -1.332 -0.028 6.717
C -1.310 0.068 5.338
H 2.061 -0.204 4.848
H 1.995 -0.372 7.316
H -0.168 -0.265 8.498
H -2.274 0.018 7.245
H -2.227 0.191 4.777
C -0.113 3.255 -4.177
C 1.203 2.898 -4.848
C 2.377 2.903 -3.862
C 2.081 1.893 -2.752
Ge 0.594 2.463 -1.708
C 0.276 3.942 -0.525
C -0.127 5.299 -1.111
C -1.581 5.323 -1.582
C -1.945 6.631 -2.273
H -0.968 3.297 -4.853
H -0.060 4.215 -3.659
H -0.485 2.450 -3.455
H 1.384 3.629 -5.638
H 1.127 1.924 -5.337
H 2.515 3.906 -3.449
H 3.310 2.644 -4.360
H 2.898 1.739 -2.036
H 1.812 0.921 -3.168
H -0.104 1.179 -1.132
H 1.254 3.964 -0.024
H -0.472 3.593 0.188
H 0.565 5.604 -1.900
H -0.014 6.038 -0.315
H -2.230 5.162 -0.717
H -1.778 4.485 -2.261
H -1.792 7.478 -1.604
H -2.989 6.637 -2.580
H -1.331 6.795 -3.162
*
```

4.
C10H30BrCuN6O4 | ωB97M-V/def2-TZVPD

The energy above the lowest of the compared OMol25 structures with the same formula, charge and spin is 398.4 kJ/mol. The LUMO energy (alpha / beta) is -3.68 / -7.57 eV. The calculation puts the total energy at -142662.89269 eV. Its expectation value of S² is 0.755. For the orbital gap (alpha / beta), the calculation gives 7.7 / 3.8 eV.

The geometry in ORCA input format:
```
! RIJCOSX wB97M-V def2-TZVPD def2/J DEFGRID3
* xyz 1 2
Cu -4.455 -4.357 14.079
Br -6.067 -3.160 12.378
C -9.325 -5.133 10.404
O -9.968 -5.972 9.812
N -8.101 -4.681 9.970
N -9.750 -4.584 11.591
H -7.713 -5.056 9.126
H -7.482 -4.157 10.568
H -9.185 -3.946 12.122
H -10.622 -4.922 11.950
C -3.639 -6.382 11.643
O -3.592 -5.622 12.617
N -4.732 -6.405 10.829
N -2.654 -7.283 11.399
H -5.367 -5.632 10.955
H -4.739 -6.928 9.971
H -2.723 -7.950 10.652
H -1.922 -7.377 12.080
C -2.963 -2.573 9.398
C -3.715 -1.266 9.413
C -4.951 -1.339 8.412
O -4.361 -1.447 7.165
C -5.310 -1.300 6.097
N -4.239 -0.942 10.682
H -2.972 -2.984 8.394
H -3.430 -3.298 10.079
H -1.953 -2.503 9.801
H -3.107 -0.447 9.022
H -5.582 -0.444 8.462
H -5.535 -2.236 8.658
H -6.044 -2.106 6.146
H -4.731 -1.347 5.182
H -5.819 -0.336 6.163
H -4.930 -1.638 11.028
H -4.649 -0.004 10.720
C -9.579 0.524 15.361
C -8.844 -0.771 15.103
C -9.757 -1.840 14.560
O -10.684 -2.238 15.533
C -11.340 -3.431 15.207
N -7.690 -0.556 14.204
H -10.159 0.863 14.497
H -8.938 1.378 15.604
H -10.271 0.438 16.201
H -8.483 -1.148 16.072
H -9.163 -2.710 14.215
H -10.274 -1.505 13.643
H -10.641 -4.250 14.991
H -12.009 -3.311 14.343
H -11.959 -3.720 16.054
H -7.019 -0.006 14.728
H -7.272 -1.464 14.018
*
```

5.
C2H8OSi2 | ωB97M-V/def2-TZVPD

The energy above the lowest of the compared OMol25 structures with the same formula, charge and spin is 418.0 kJ/mol. The LUMO energy is -1.57 eV. The calculation puts the total energy at -20002.32554 eV. For the orbital gap, the calculation gives 7.0 eV.

The geometry in ORCA input format:
```
! RIJCOSX wB97M-V def2-TZVPD def2/J DEFGRID3
* xyz 0 1
C 2.276 0.793 -0.508
C -2.167 -1.284 -0.451
O -1.160 1.653 -0.354
Si 1.088 -0.158 0.570
Si -1.506 0.315 0.317
H 1.886 1.104 -1.467
H 2.617 1.707 -0.109
H 3.214 0.183 -0.782
H -1.794 -2.100 0.245
H -3.278 -1.329 -0.456
H -1.793 -1.371 -1.470
H 2.217 -0.146 2.702
H -1.600 0.632 1.763
*
```

6.
C33H49CrN9O3PS | ωB97M-V/def2-TZVPD

The LUMO energy (alpha / beta) is 0.12 / -0.02 eV. The calculation puts the total energy at -103119.04607 eV. Its expectation value of S² is 3.776. For the orbital gap (alpha / beta), the calculation gives 7.6 / 7.6 eV.

The geometry in ORCA input format:
```
! RIJCOSX wB97M-V def2-TZVPD def2/J DEFGRID3
* xyz 0 4
Cr 0.094 0.135 -0.016
C -2.847 3.368 0.178
C -2.080 2.214 -0.421
O -1.308 1.612 0.350
C -2.272 1.865 -1.806
C -3.125 2.651 -2.619
C -3.371 2.337 -3.924
C -2.770 1.184 -4.466
C -1.946 0.396 -3.715
C -1.650 0.712 -2.361
O -0.836 -0.067 -1.732
H -2.670 3.377 1.250
H -3.916 3.284 -0.014
H -2.503 4.310 -0.254
H -3.582 3.536 -2.201
H -4.007 2.963 -4.531
H -2.957 0.922 -5.500
H -1.466 -0.480 -4.129
C -3.821 -0.828 3.773
N -3.201 -1.325 2.554
C -3.718 -2.374 1.873
C -3.133 -2.831 0.755
C -1.921 -2.185 0.334
N -1.431 -1.104 0.968
C -2.071 -0.631 2.086
O -1.725 0.358 2.714
N -1.250 -2.659 -0.691
H -4.644 -1.490 4.031
H -4.192 0.185 3.627
H -3.093 -0.811 4.582
H -4.615 -2.818 2.286
H -3.526 -3.674 0.212
H -1.623 -3.417 -1.233
H -0.300 -2.252 -0.880
C 1.424 -4.539 -1.244
C 2.166 -3.504 -2.124
C 1.224 -3.088 -3.268
C 3.363 -4.240 -2.739
P 2.567 -1.919 -1.145
N 1.280 -1.333 -0.483
C 3.295 -0.640 -2.361
C 2.144 -0.105 -3.242
C 4.417 -1.028 -3.332
C 3.814 0.521 -1.490
C 3.893 -2.400 0.139
C 5.326 -2.531 -0.391
C 3.536 -3.727 0.821
C 3.878 -1.365 1.268
H 0.653 -5.032 -1.842
H 0.949 -4.107 -0.370
H 2.095 -5.319 -0.896
H 0.741 -3.981 -3.672
H 1.772 -2.624 -4.085
H 0.451 -2.389 -2.941
H 2.982 -5.050 -3.367
H 3.994 -4.697 -1.980
H 3.985 -3.612 -3.363
H 2.078 -0.659 -4.176
H 2.353 0.934 -3.507
H 1.176 -0.142 -2.751
H 4.063 -1.685 -4.123
H 5.284 -1.476 -2.862
H 4.751 -0.109 -3.824
H 3.142 0.760 -0.667
H 3.911 1.412 -2.115
H 4.800 0.309 -1.080
H 5.412 -3.220 -1.226
H 5.950 -2.922 0.417
H 5.750 -1.576 -0.686
H 3.700 -4.591 0.184
H 2.508 -3.737 1.182
H 4.189 -3.839 1.690
H 4.143 -0.363 0.950
H 4.596 -1.678 2.031
H 2.892 -1.325 1.728
N 1.074 1.679 -0.747
C 1.467 2.712 -1.094
C 1.984 3.931 -1.499
C 2.989 4.507 -0.688
N 3.778 4.940 0.036
C 1.510 4.551 -2.682
N 1.125 5.053 -3.645
S 1.481 0.606 2.005
C 0.998 2.215 2.391
N -0.214 2.459 2.868
C -0.716 3.799 3.131
C -0.001 4.787 2.222
C 1.498 4.624 2.409
N 1.842 3.224 2.188
H -0.835 1.651 2.881
H -0.544 4.059 4.181
H -1.793 3.800 2.968
H -0.304 5.809 2.444
H -0.255 4.570 1.181
H 1.793 4.922 3.418
H 2.066 5.223 1.696
H 2.724 2.992 1.757
*
```